1.
This record from the Open Molecules 2025 dataset describes a 4-piece molecular cluster, C24H54O12S overall. The level of theory is the ωB97M-V functional and the def2-TZVPD basis.

Output
molar mass = 566.75 g/mol
SMILES = CC[C@@H](S)OC(=O)COC.COCCOCCOC.COCCOCCOC.COCCOCCOC
orbital gap = 9.26 eV

Geometry as XYZ:
```
91
Properties=species:S:1:pos:R:3:lowdin_charge:R:1
C 2.406 -3.878 -1.650 -0.14
C 2.379 -4.132 -0.018 -0.24
C 0.914 -4.607 0.563 -0.58
S -0.311 -3.247 0.013 0.70
O 0.401 -5.862 -0.007 -0.14
C 1.130 -7.042 0.483 -0.20
O 0.945 -7.664 1.650 0.02
C 2.268 -7.727 -0.530 -0.10
O 1.592 -8.516 -1.573 -0.22
C 1.218 -7.695 -2.738 -0.11
H 3.407 -4.331 -2.054 0.08
H 1.515 -4.502 -2.140 0.07
H 2.343 -2.737 -1.906 0.07
H 3.200 -4.942 0.214 0.11
H 2.631 -3.106 0.510 0.11
H 0.923 -4.575 1.746 0.14
H 0.322 -1.994 0.026 -0.12
H 2.955 -8.465 0.106 0.16
H 3.000 -6.898 -0.954 0.12
H 0.070 -7.476 -2.655 0.11
H 1.497 -8.262 -3.744 0.11
H 1.768 -6.655 -2.793 0.08
C -5.021 -1.004 1.057 -0.10
O -4.808 -1.170 2.454 -0.19
C -3.784 -2.098 2.792 -0.17
C -2.577 -1.482 3.523 -0.17
O -1.861 -0.411 2.916 -0.12
C -2.577 0.788 2.616 -0.17
C -3.261 1.566 3.751 -0.17
O -4.235 0.810 4.479 -0.19
C -3.901 0.588 5.842 -0.11
H -5.996 -1.419 0.791 0.09
H -5.052 0.065 0.834 0.08
H -4.239 -1.461 0.443 0.09
H -3.448 -2.674 1.923 0.11
H -4.243 -2.816 3.482 0.13
H -1.840 -2.286 3.644 0.13
H -2.833 -1.209 4.541 0.09
H -3.276 0.595 1.810 0.09
H -1.840 1.464 2.171 0.12
H -3.802 2.398 3.295 0.12
H -2.504 2.012 4.418 0.12
H -2.868 0.828 6.076 0.08
H -4.082 -0.465 6.069 0.08
H -4.577 1.183 6.466 0.09
C 3.036 3.161 -1.848 -0.10
O 3.282 2.745 -0.510 -0.19
C 2.292 1.878 0.033 -0.17
C 2.798 0.466 0.379 -0.17
O 3.409 -0.328 -0.632 -0.14
C 4.583 0.181 -1.265 -0.17
C 5.827 0.492 -0.417 -0.17
O 5.606 1.452 0.621 -0.19
C 5.760 0.936 1.936 -0.11
H 2.808 4.230 -1.856 0.09
H 3.950 3.021 -2.430 0.08
H 2.230 2.602 -2.334 0.09
H 1.404 1.818 -0.605 0.11
H 1.969 2.341 0.973 0.13
H 1.923 -0.109 0.704 0.11
H 3.437 0.483 1.256 0.09
H 4.318 1.033 -1.880 0.09
H 4.880 -0.584 -1.989 0.13
H 6.574 0.931 -1.083 0.12
H 6.266 -0.442 -0.027 0.12
H 5.804 -0.148 1.970 0.08
H 4.913 1.278 2.536 0.08
H 6.670 1.365 2.372 0.09
C -2.805 4.248 0.295 -0.11
O -2.775 5.033 -0.891 -0.19
C -1.570 5.763 -1.090 -0.17
C -0.768 5.347 -2.336 -0.17
O -0.358 3.992 -2.488 -0.13
C -1.372 2.987 -2.528 -0.17
C -2.446 3.039 -3.626 -0.17
O -3.219 4.245 -3.636 -0.19
C -3.053 5.035 -4.805 -0.11
H -3.532 4.674 0.990 0.09
H -3.151 3.244 0.039 0.08
H -1.828 4.161 0.781 0.09
H -0.928 5.746 -0.202 0.12
H -1.869 6.807 -1.236 0.13
H 0.164 5.926 -2.317 0.13
H -1.258 5.676 -3.246 0.09
H -1.830 2.900 -1.550 0.09
H -0.839 2.039 -2.656 0.12
H -3.152 2.229 -3.430 0.12
H -1.997 2.831 -4.611 0.12
H -2.210 4.727 -5.415 0.09
H -2.910 6.073 -4.496 0.08
H -3.979 4.987 -5.390 0.09
```

2.
This record from the Open Molecules 2025 dataset describes a 8-piece molecular cluster, C24H55BClF3IN6O9S2 overall. The level of theory is the ωB97M-V functional and the def2-TZVPD basis.

Output
molar mass = 866.03 g/mol
charge = +1
orbital gap = 7.60 eV

Geometry as XYZ:
```
102
Properties=species:S:1:pos:R:3:lowdin_charge:R:1
C -0.838 2.886 -4.387 0.03
C -0.981 1.487 -3.737 -0.50
O -1.998 0.892 -3.869 0.11
N 0.123 0.980 -3.014 -0.04
C 0.877 1.954 -2.191 0.00
N -0.134 -0.224 -2.376 0.05
C -0.954 -0.434 -1.161 -0.09
C -1.767 0.793 -0.691 -0.07
C -2.796 0.389 0.362 -0.18
F -2.956 1.129 1.492 0.06
C -3.618 -0.683 0.247 -0.33
F -3.574 -1.677 1.103 0.13
F -4.477 -0.829 -0.725 0.19
C 0.447 -1.261 -2.867 -0.29
N 1.303 -1.205 -3.986 -0.37
S 0.580 -1.190 -5.546 0.87
C 2.335 -2.213 -3.655 -0.68
C 3.637 -1.411 -3.459 -0.07
Cl 2.585 -3.367 -5.050 0.71
C 1.773 -3.127 -2.364 -0.23
N 1.908 -4.499 -2.877 0.02
C 1.632 -5.383 -2.099 -0.76
S 1.315 -6.651 -1.244 0.83
B 2.672 -2.694 -1.097 -0.58
O 2.418 -1.423 -0.613 0.16
N 3.719 -3.450 -0.434 -0.09
C 4.657 -4.133 -1.339 -0.07
C 3.239 -4.282 0.695 -0.06
N 0.387 -2.566 -2.352 -0.05
C -0.642 -3.300 -3.113 -0.19
C -1.504 -4.328 -2.249 -0.67
C -2.999 -4.262 -2.644 -0.14
I -1.183 -3.955 -0.146 1.07
H 0.236 3.004 -4.627 0.09
H -1.384 2.904 -5.336 0.10
H -1.133 3.687 -3.692 0.08
H 0.310 2.862 -1.935 0.10
H 1.110 1.481 -1.221 0.11
H 1.846 2.204 -2.647 0.09
H -0.292 -0.730 -0.328 0.13
H -1.669 -1.254 -1.331 0.08
H -1.084 1.480 -0.157 0.12
H -2.317 1.322 -1.486 0.13
H 0.571 0.142 -5.864 -0.10
H 4.519 -2.030 -3.238 0.09
H 3.854 -0.933 -4.434 0.09
H 3.523 -0.572 -2.753 0.09
H 3.062 -1.225 0.087 0.14
H 5.664 -3.688 -1.208 0.10
H 4.417 -4.052 -2.413 0.07
H 4.788 -5.209 -1.122 0.09
H 2.131 -4.191 0.740 0.06
H 3.428 -5.353 0.525 0.07
H 3.602 -3.958 1.684 0.09
H -0.246 -3.781 -4.028 0.13
H -1.390 -2.570 -3.487 0.12
H -1.109 -5.320 -2.520 0.06
H -3.590 -4.685 -1.816 0.07
H -3.303 -3.208 -2.745 0.07
H -3.203 -4.841 -3.556 0.09
C -1.959 4.092 3.293 -0.14
O -1.730 3.658 1.954 -0.14
H -2.039 5.175 3.302 0.08
H -2.891 3.658 3.668 0.08
H -1.124 3.787 3.929 0.08
H -1.664 2.700 1.974 0.03
C -1.445 -4.944 3.785 -0.16
O -0.467 -5.738 3.121 -0.15
H -1.428 -5.185 4.845 0.08
H -1.213 -3.882 3.653 0.07
H -2.439 -5.160 3.385 0.08
H -0.501 -5.506 2.187 -0.03
C 2.597 5.401 -1.512 -0.14
O 3.309 4.228 -1.907 -0.14
H 2.444 5.379 -0.435 0.08
H 3.176 6.288 -1.774 0.08
H 1.625 5.438 -2.010 0.05
H 3.431 4.277 -2.861 0.07
C 0.564 5.352 6.308 -0.16
O -0.012 6.299 5.413 -0.14
H -0.221 4.973 6.959 0.08
H 1.000 4.520 5.749 0.07
H 1.335 5.830 6.918 0.08
H 0.696 6.624 4.847 0.07
C -1.457 7.049 -2.535 -0.14
O -0.466 6.362 -3.302 -0.15
H -1.351 6.756 -1.493 0.08
H -1.316 8.128 -2.622 0.08
H -2.456 6.779 -2.884 0.08
H -0.577 6.636 -4.218 0.08
C -3.190 2.321 6.650 -0.15
O -2.258 1.541 5.907 -0.14
H -3.082 2.073 7.703 0.08
H -2.988 3.386 6.509 0.07
H -4.210 2.095 6.331 0.08
H -2.368 1.773 4.979 0.04
C -0.765 -2.370 6.448 -0.16
O 0.506 -2.925 6.769 -0.12
H -0.969 -1.553 7.136 0.08
H -0.755 -1.986 5.424 0.07
H -1.541 -3.133 6.554 0.07
H 0.671 -3.646 6.152 0.06
```

3.
This record from the Open Molecules 2025 dataset describes a 10-piece molecular cluster, C24H56O22 overall. The level of theory is the ωB97M-V functional and the def2-TZVPD basis.

Output
molar mass = 696.69 g/mol
charge = -2
orbital gap = 2.89 eV

Geometry as XYZ:
```
102
Properties=species:S:1:pos:R:3:lowdin_charge:R:1
C 8.929 -13.536 20.853 -0.06
C 8.161 -12.826 20.020 -0.47
C 8.828 -11.594 19.334 -0.35
O 8.182 -10.740 18.566 -0.19
C 10.203 -11.245 19.426 -0.05
C 11.103 -12.089 20.218 -0.45
C 10.409 -13.207 21.002 -0.34
O 11.087 -14.021 21.654 -0.06
O 12.294 -11.888 20.257 -0.04
O 7.113 -13.421 19.589 -0.15
H 8.456 -14.472 21.108 0.08
H 10.573 -10.409 18.852 0.07
C 9.530 -2.384 19.590 -0.16
C 10.550 -1.188 19.460 -0.22
O 9.812 -0.100 18.844 -0.09
O 9.395 -2.969 18.203 -0.10
H 8.727 -2.203 20.304 0.11
H 10.115 -3.196 20.023 0.10
H 11.515 -1.372 18.987 0.11
H 10.907 -0.886 20.445 0.10
H 9.364 -0.528 18.110 0.06
H 9.307 -3.923 18.260 0.07
C 15.295 -21.689 22.899 -0.21
C 15.130 -20.490 23.856 -0.27
O 16.360 -19.862 23.976 -0.04
O 16.325 -22.516 23.460 -0.09
H 15.622 -21.347 21.916 0.12
H 14.401 -22.280 22.702 0.12
H 14.742 -20.800 24.826 0.11
H 14.366 -19.832 23.443 0.12
H 16.905 -20.652 23.974 0.06
H 15.910 -23.268 23.890 0.08
C 2.521 -10.124 14.121 -0.30
C 1.236 -10.582 13.498 -0.25
O 0.218 -10.557 14.514 -0.05
O 2.851 -11.073 15.092 -0.04
H 2.442 -9.171 14.645 0.12
H 3.184 -10.019 13.262 0.11
H 1.443 -11.517 12.976 0.12
H 1.091 -9.955 12.618 0.11
H -0.367 -9.804 14.403 0.08
H 3.712 -10.836 15.445 0.10
C 6.360 -6.920 22.833 -0.24
C 6.094 -5.880 23.956 -0.22
O 4.824 -6.068 24.623 -0.08
O 5.489 -6.474 21.848 -0.09
H 6.169 -7.946 23.147 0.12
H 7.321 -6.937 22.318 0.12
H 6.016 -4.870 23.555 0.11
H 6.907 -5.867 24.681 0.11
H 4.131 -5.809 24.012 0.07
H 5.861 -6.729 21.000 0.09
C 7.606 -18.407 25.907 -0.28
C 7.226 -19.293 27.073 -0.25
O 6.970 -18.607 28.290 -0.05
O 8.726 -17.601 26.088 -0.05
H 6.859 -17.651 25.666 0.13
H 7.781 -18.981 24.997 0.12
H 7.998 -20.022 27.323 0.11
H 6.408 -19.870 26.642 0.11
H 6.991 -19.267 28.987 0.08
H 8.561 -16.956 25.397 0.09
C 16.963 -7.006 20.898 -0.27
C 17.837 -7.693 21.845 -0.27
O 17.045 -8.500 22.723 -0.06
O 16.568 -7.725 19.706 -0.05
H 17.538 -6.205 20.433 0.12
H 16.207 -6.492 21.491 0.12
H 18.175 -6.878 22.486 0.11
H 18.734 -8.208 21.503 0.13
H 16.526 -7.850 23.202 0.08
H 15.976 -8.434 19.967 0.09
C 18.060 -14.295 17.843 -0.26
C 16.817 -15.218 17.704 -0.24
O 16.572 -15.981 18.888 -0.07
O 17.796 -13.259 18.727 -0.05
H 18.033 -13.815 16.865 0.11
H 18.926 -14.866 18.179 0.12
H 17.082 -15.989 16.981 0.10
H 15.929 -14.696 17.346 0.12
H 15.867 -16.589 18.657 0.08
H 17.859 -12.430 18.247 0.08
C -1.507 -9.501 20.407 -0.20
C -0.190 -8.966 19.823 -0.26
O 0.917 -9.841 19.989 -0.03
O -2.070 -10.638 19.652 -0.10
H -2.267 -8.767 20.139 0.10
H -1.507 -9.785 21.460 0.12
H -0.056 -8.018 20.343 0.11
H -0.359 -8.613 18.806 0.11
H 1.707 -9.298 19.945 0.09
H -2.984 -10.408 19.471 0.06
C 9.775 -18.989 15.771 -0.24
C 11.151 -18.346 15.999 -0.24
O 11.492 -18.559 17.370 -0.07
O 8.982 -18.465 16.843 -0.06
H 9.718 -20.078 15.762 0.11
H 9.568 -18.784 14.720 0.11
H 11.107 -17.309 15.667 0.12
H 11.940 -18.843 15.435 0.11
H 10.653 -18.425 17.818 0.06
H 8.421 -17.766 16.500 0.11
```

4.
This record from the Open Molecules 2025 dataset describes C24H57AlFeN8O13P as an isolated structure. The level of theory is the ωB97M-V functional and the def2-TZVPD basis.

Output
molar mass = 779.56 g/mol
charge = +1
orbital gap (spin up / spin down) = 4.16 / 3.62 eV
multiplicity = 9

Geometry as XYZ:
```
105
Properties=species:S:1:pos:R:3:lowdin_charge:R:1
Fe 0.912 0.304 2.862 1.06
Al -1.340 3.195 1.831 1.33
O 0.594 2.057 3.814 -0.37
H 1.281 2.735 3.965 0.00
P -0.178 -0.103 0.826 0.12
O 0.559 1.257 1.061 -0.41
O 0.812 -1.054 1.520 -0.37
O -0.831 -0.457 -0.572 -0.35
O -0.958 0.289 2.110 -0.40
C -1.412 -2.514 -4.258 -0.35
O -1.022 -2.437 -5.462 -0.04
N -2.025 -3.569 -3.739 -0.16
C -2.112 -3.737 -2.257 -0.04
C -2.296 -4.735 -4.587 -0.04
H -1.423 -1.591 -3.657 0.12
H -1.612 -3.030 -1.594 0.04
H -1.893 -4.692 -1.778 0.09
H -3.143 -3.474 -2.021 0.09
H -2.670 -4.403 -5.555 0.09
H -1.435 -5.400 -4.654 0.10
H -3.179 -5.316 -4.321 0.09
C -3.539 0.974 -0.642 -0.30
O -3.272 1.643 0.355 -0.07
N -4.395 1.447 -1.587 -0.16
C -4.367 1.044 -3.039 -0.02
C -5.167 2.709 -1.479 -0.04
H -3.045 0.022 -0.888 0.12
H -4.082 -0.006 -3.116 0.08
H -3.709 1.797 -3.472 0.09
H -5.379 1.090 -3.441 0.08
H -4.591 3.479 -1.992 0.09
H -6.016 2.673 -2.161 0.08
H -5.484 3.059 -0.496 0.09
C 2.316 3.863 0.506 -0.31
O 1.398 4.508 1.098 -0.07
N 3.555 3.944 0.839 -0.16
C 4.517 3.527 -0.103 -0.07
C 4.080 4.954 1.781 0.00
H 2.087 3.155 -0.305 0.14
H 5.395 3.154 0.425 0.06
H 4.990 4.346 -0.646 0.10
H 4.182 2.773 -0.816 0.09
H 3.370 5.310 2.527 0.09
H 4.932 4.553 2.330 0.09
H 4.363 5.832 1.201 0.10
C -0.352 2.666 -1.906 -0.27
O -0.499 3.799 -1.388 -0.04
N -0.196 2.469 -3.267 -0.17
C 0.105 3.619 -4.112 -0.03
C -0.415 1.173 -3.890 -0.06
H -0.351 1.703 -1.372 0.10
H 1.172 3.502 -4.301 0.10
H -0.127 4.586 -3.666 0.09
H -0.490 3.526 -5.020 0.09
H 0.441 0.626 -4.285 0.08
H -0.801 0.523 -3.105 0.06
H -1.188 1.234 -4.657 0.09
C 2.141 -0.099 -1.969 -0.42
O 2.912 0.842 -2.364 -0.06
N 2.006 -1.361 -2.590 -0.05
C 1.357 -2.570 -2.023 -0.01
C 2.555 -1.593 -3.976 -0.01
H 1.522 -0.069 -1.059 0.05
H 2.088 -3.238 -1.568 0.11
H 0.825 -2.977 -2.883 0.08
H 0.662 -2.482 -1.188 0.05
H 3.146 -2.504 -4.074 0.10
H 1.731 -1.786 -4.662 0.08
H 3.107 -0.789 -4.461 0.09
C -3.116 0.811 4.531 -0.33
O -3.290 1.755 3.754 -0.06
N -3.173 0.912 5.836 -0.18
C -3.417 2.141 6.574 -0.01
C -3.021 -0.281 6.556 -0.07
H -2.887 -0.176 4.101 0.14
H -2.529 2.605 7.005 0.10
H -4.187 2.024 7.336 0.10
H -3.766 2.829 5.803 0.09
H -3.252 -1.185 5.991 0.10
H -2.044 -0.482 6.996 0.10
H -3.749 -0.208 7.364 0.09
C 0.920 -4.485 1.578 -0.34
O 1.787 -5.245 1.965 0.02
N -0.418 -4.743 1.531 -0.18
C -1.375 -3.634 1.279 -0.04
C -1.036 -5.954 1.974 -0.06
H 1.106 -3.476 1.178 0.11
H -1.064 -3.036 0.423 0.03
H -1.330 -2.874 2.059 0.08
H -2.377 -4.018 1.085 0.09
H -0.345 -6.755 2.236 0.09
H -1.420 -5.705 2.963 0.09
H -1.896 -6.250 1.372 0.09
C 3.891 0.355 3.228 -0.22
O 2.813 -0.060 3.614 -0.05
N 4.613 0.001 2.068 -0.14
C 5.746 0.789 1.563 -0.05
C 4.077 -0.884 1.056 -0.02
H 4.257 1.303 3.653 0.15
H 5.769 0.970 0.489 0.09
H 6.732 0.366 1.759 0.10
H 5.840 1.715 2.131 0.08
H 3.260 -1.505 1.423 0.09
H 3.874 -0.135 0.290 0.08
H 4.890 -1.454 0.607 0.10
```

5.
This record from the Open Molecules 2025 dataset describes a 3-piece molecular cluster, C24H57ClN6O4P2 overall. The level of theory is the ωB97M-V functional and the def2-TZVPD basis.

Output
molar mass = 591.16 g/mol
SMILES = C#C[C@H](CO[C@H](Cl)CC(C)C)OCCC.CN(C)P(=O)(N(C)C)N(C)C.CN(C)P(=O)(N(C)C)N(C)C
orbital gap = 7.98 eV

Geometry as XYZ:
```
94
Properties=species:S:1:pos:R:3:lowdin_charge:R:1
C -5.142 -4.793 2.339 0.12
C -4.999 -3.860 3.081 -0.06
C -5.020 -2.670 4.004 -0.33
C -5.546 -3.195 5.377 -0.14
O -4.426 -3.510 6.210 -0.16
C -4.183 -2.606 7.246 -0.66
Cl -4.267 -0.861 6.739 0.67
C -2.735 -2.865 7.734 -0.19
C -2.628 -4.010 8.756 -0.41
C -3.243 -3.613 10.127 -0.08
C -3.139 -5.375 8.222 -0.07
O -5.821 -1.665 3.432 -0.11
C -5.143 -0.434 3.227 -0.23
C -3.981 -0.482 2.211 -0.21
C -4.243 -1.424 1.003 -0.09
H -5.481 -5.680 1.849 0.03
H -3.968 -2.392 4.147 0.14
H -6.289 -2.540 5.844 0.13
H -6.055 -4.148 5.182 0.13
H -4.905 -2.746 8.062 0.12
H -2.152 -3.094 6.829 0.13
H -2.331 -1.921 8.118 0.09
H -1.551 -4.152 8.939 0.13
H -4.297 -3.882 10.238 0.07
H -2.631 -4.072 10.916 0.08
H -3.087 -2.531 10.250 0.08
H -3.033 -5.359 7.128 0.07
H -4.213 -5.499 8.409 0.08
H -2.533 -6.209 8.587 0.08
H -5.885 0.273 2.826 0.13
H -4.777 0.027 4.155 0.08
H -3.629 0.508 1.901 0.10
H -3.129 -0.934 2.752 0.09
H -5.315 -1.645 0.919 0.07
H -3.938 -0.951 0.061 0.06
H -3.697 -2.366 1.109 0.06
C 1.583 3.849 0.443 -0.14
N 0.424 3.008 0.689 -0.30
C 0.219 2.877 2.132 -0.15
P 0.001 1.572 -0.225 0.74
O -1.491 1.717 0.034 -0.31
N -0.104 1.977 -1.906 -0.32
C 0.658 3.038 -2.541 -0.14
C -1.434 1.950 -2.506 -0.15
N 1.704 1.154 -0.394 -0.27
C 1.969 0.177 -1.491 -0.13
C 2.252 0.471 0.809 -0.13
H 2.541 3.373 0.697 0.07
H 1.516 4.758 1.047 0.08
H 1.636 4.190 -0.585 0.05
H 0.934 2.197 2.612 0.06
H -0.783 2.497 2.339 0.07
H 0.299 3.843 2.634 0.08
H 0.293 4.031 -2.252 0.08
H 0.580 2.955 -3.629 0.08
H 1.726 2.963 -2.331 0.06
H -2.025 2.830 -2.223 0.09
H -1.984 1.058 -2.218 0.07
H -1.364 1.927 -3.597 0.08
H 1.399 -0.747 -1.355 0.09
H 3.031 -0.070 -1.524 0.08
H 1.739 0.567 -2.475 0.05
H 1.650 -0.394 1.097 0.09
H 2.328 1.145 1.661 0.05
H 3.270 0.132 0.619 0.08
C 3.950 3.632 -6.184 -0.14
N 4.030 2.551 -5.216 -0.29
C 4.724 3.021 -4.016 -0.15
P 4.332 0.878 -5.601 0.72
O 3.639 0.273 -4.407 -0.31
N 3.179 0.323 -6.767 -0.33
C 2.543 1.177 -7.755 -0.15
C 2.194 -0.653 -6.307 -0.14
N 5.461 1.275 -6.893 -0.27
C 5.713 0.145 -7.832 -0.13
C 6.819 1.612 -6.386 -0.13
H 4.914 3.885 -6.648 0.08
H 3.591 4.541 -5.695 0.08
H 3.236 3.429 -6.974 0.05
H 5.809 3.108 -4.150 0.06
H 4.550 2.335 -3.184 0.07
H 4.353 3.998 -3.700 0.08
H 1.803 1.846 -7.302 0.08
H 2.029 0.566 -8.502 0.08
H 3.268 1.763 -8.322 0.07
H 1.408 -0.183 -5.703 0.08
H 2.658 -1.440 -5.718 0.07
H 1.717 -1.148 -7.156 0.08
H 6.088 -0.739 -7.310 0.09
H 6.448 0.445 -8.582 0.08
H 4.830 -0.147 -8.390 0.07
H 7.215 0.833 -5.729 0.09
H 6.830 2.560 -5.850 0.06
H 7.511 1.743 -7.216 0.08
```